Record 1
42
Properties=species:S:1:pos:R:3:lowdin_charge:R:1 method="wB97M-V/def2-TZVPD" total_charge=-1 lumo_energy_ev=0.310 gap_ev=4.07 relative_energy_ev=0.000 largest_force_ev_per_a=2.9 homo_energy_ha=-0.1382 e_tot_ev=-43069.2465
F 0.3567 -1.0380 4.0646 0.149
C -0.9090 -0.9568 3.6307 -0.100
C -1.7782 -0.1407 4.2531 -0.114
F -1.3741 0.5988 5.2948 0.131
C -3.1700 -0.0725 3.8347 -0.282
O -3.9518 0.6583 4.3967 0.157
C -3.5996 -0.9165 2.7301 -0.114
F -4.8863 -0.8978 2.3577 0.131
C -2.7311 -1.7316 2.1057 -0.098
F -3.1590 -2.5292 1.1171 0.149
C -1.3367 -1.7943 2.5190 -0.256
O -0.5586 -2.5368 1.9652 0.205
C -0.1386 2.4919 -0.9495 0.011
C -0.8913 1.7689 0.1711 -0.510
C -1.9071 2.7257 0.8112 0.012
O -1.6179 0.6510 -0.4016 0.049
C -0.8299 -0.4078 -0.7961 -0.479
O -1.2103 -1.2576 -1.6024 0.025
C 0.4808 -0.5156 -0.2440 -0.153
C 1.3982 -1.5598 -0.7451 -0.122
C 2.1456 -1.1271 -1.9710 -0.200
C 3.3585 -0.4670 -1.8635 -0.037
C 4.0423 -0.0644 -2.9907 -0.107
C 3.5118 -0.3039 -4.2400 -0.130
C 2.2933 -0.9368 -4.3609 -0.103
C 1.6111 -1.3359 -3.2317 -0.037
C 0.8999 0.3419 0.8164 -0.486
O 1.9831 0.1329 1.3622 0.023
O 0.0646 1.3730 1.1879 0.047
H 0.5795 1.8155 -1.4017 0.087
H -0.8238 2.8257 -1.7244 0.090
H 0.4041 3.3492 -0.5597 0.090
H -2.4451 2.2153 1.6068 0.073
H -1.4061 3.5928 1.2390 0.088
H -2.6321 3.0699 0.0751 0.088
H 2.1008 -1.8219 0.0523 0.119
H 0.8179 -2.4629 -0.9591 0.120
H 3.7574 -0.2693 -0.8833 0.110
H 4.9898 0.4401 -2.8959 0.090
H 4.0427 0.0140 -5.1203 0.085
H 1.8729 -1.1146 -5.3370 0.091
H 0.6458 -1.8060 -3.3136 0.106


Record 2
20
Properties=species:S:1:pos:R:3:lowdin_charge:R:1 method="wB97M-V/def2-TZVPD" total_charge=+1 lumo_energy_ev=-3.161 gap_ev=11.76 relative_energy_ev=0.836 largest_force_ev_per_a=1.3 homo_energy_ha=-0.5484 e_tot_ev=-9380.7479
C -1.9898 -2.0182 0.2626 -0.095
C -1.5570 -1.1473 -0.9076 -0.233
C -0.1826 -0.4947 -0.7152 -0.152
N -0.2208 0.4369 0.4481 0.077
C 0.5651 1.4735 0.5655 -0.137
N 0.3246 2.5043 1.3357 0.197
H -2.2645 -1.4440 1.1497 0.069
H -1.1929 -2.6925 0.5896 0.084
H -2.8076 -2.6606 -0.0552 0.083
H -2.2714 -0.3404 -1.0492 0.113
H -1.4523 -1.6958 -1.8367 0.118
H 0.0344 0.1065 -1.6001 0.129
H 0.5988 -1.2357 -0.5425 0.130
H -1.0905 0.4728 0.9694 0.152
H 1.5202 1.3630 0.0535 0.132
H 1.0655 3.1807 1.4464 0.138
H -0.4750 2.5825 1.9468 0.142
H 4.0857 1.1881 -0.3181 0.056
H 3.8871 -0.1521 -1.0846 0.054
O 3.4230 0.5730 -0.6581 -0.056


Record 3
71
Properties=species:S:1:pos:R:3:lowdin_charge:R:1 method="wB97M-V/def2-TZVPD" total_charge=+1 lumo_energy_ev="-3.004 / -3.012" gap_ev="6.97 / 6.95" relative_energy_ev=4.308 spin_multiplicity=3 largest_force_ev_per_a=5.2 homo_energy_ha="-0.3667 / -0.3663" e_tot_ev=-86205.9978
Tm -0.2004 0.4233 -0.7901 0.811
C -0.9730 -1.7028 0.6835 -0.311
C 0.3441 -1.9943 0.1842 -0.326
C 0.5251 -0.3269 1.7832 -0.293
C -0.8489 -0.6681 1.6690 -0.313
C 1.2645 -1.1086 0.8374 -0.316
C -2.1955 -2.5080 0.4489 -0.047
H -2.2128 -2.8975 -0.5765 0.063
H -3.0997 -1.8941 0.5868 0.079
H -2.2812 -3.3737 1.1353 0.102
C -1.9147 -0.2619 2.6204 -0.055
H -2.9065 -0.2949 2.1540 0.075
H -1.7479 0.7545 3.0054 0.072
H -1.9266 -0.9407 3.4896 0.101
C 1.1061 0.5026 2.8686 -0.035
H 0.9942 -0.0046 3.8419 0.102
H 0.6066 1.4774 2.9451 0.070
H 2.1768 0.6707 2.7106 0.078
C 2.7428 -1.1869 0.7592 -0.049
H 3.1666 -1.9139 1.4731 0.101
H 3.1840 -0.2084 0.9905 0.078
H 3.0649 -1.4746 -0.2465 0.055
C 0.7086 -3.1655 -0.6391 -0.050
H 0.9732 -4.0411 -0.0232 0.103
H 1.5780 -2.9469 -1.2675 0.064
H -0.1103 -3.4743 -1.2968 0.061
C -1.4232 1.7072 -5.5467 -0.138
C -1.7590 0.3919 -5.6093 -0.189
C -1.1699 -0.5483 -6.6287 -0.171
C 0.3427 -0.3355 -6.9084 -0.163
C 1.1259 0.1100 -5.7128 -0.127
C 1.4871 1.3899 -5.4426 -0.166
C 0.8928 2.5981 -6.0976 -0.157
C -0.5774 2.4203 -6.5527 -0.158
H -1.7430 -0.3983 -7.5599 0.131
H 0.4781 0.3507 -7.7563 0.112
H -1.3259 -1.6052 -6.3563 0.107
H -0.6155 1.9298 -7.5330 0.109
H -1.9042 2.3776 -4.8347 0.098
H -2.7133 0.0417 -5.1965 0.094
H -1.0167 3.4192 -6.6862 0.126
H 0.9488 3.4923 -5.4541 0.110
H 2.4228 1.5862 -4.9220 0.081
H 1.5226 2.8302 -6.9709 0.133
H 0.7612 -1.3057 -7.2112 0.123
H 1.5781 -0.7305 -5.1879 0.093
P -1.8768 0.1329 -2.6981 0.831
C -3.3932 1.0580 -2.9989 -0.243
C -1.6133 -1.5173 -3.4570 -0.221
P 1.6830 1.1689 -2.3559 0.878
C -0.2600 1.1476 -3.0758 -0.462
C 2.5943 -0.2777 -2.9825 -0.259
C 2.4512 2.7542 -2.6956 -0.236
H -3.4746 1.8323 -2.2195 0.049
H -4.2538 0.3851 -2.8845 0.074
H -3.4509 1.5432 -3.9744 0.030
H -1.0467 -1.4465 -4.3937 0.020
H -2.5977 -1.9736 -3.6525 0.081
H -1.0540 -2.1705 -2.7656 0.030
H 2.1626 3.1535 -3.6727 0.027
H 3.5423 2.6460 -2.6253 0.078
H 2.1241 3.4502 -1.9094 0.049
H -0.4928 2.1946 -3.3102 0.066
H -0.0412 0.6321 -4.0034 -0.034
H 3.4638 -0.4129 -2.3219 0.058
H 2.9511 -0.1403 -4.0079 0.029
H 1.9873 -1.1989 -2.9259 0.056
Cl -1.6893 2.3442 0.3722 0.547
C 0.0627 2.5435 0.1835 -0.680
H 0.5326 2.6106 1.1729 -0.012
H 0.2701 3.4078 -0.4586 -0.019


Record 4
11
Properties=species:S:1:pos:R:3:lowdin_charge:R:1 method="wB97M-V/def2-TZVPD" lumo_energy_ev="0.691 / -4.091" gap_ev="8.13 / 6.31" relative_energy_ev=0.000 spin_multiplicity=3 largest_force_ev_per_a=3.6 homo_energy_ha="-0.2733 / -0.3821" e_tot_ev=-155795.3989
C 0.7746 -0.7579 -0.7627 -0.168
C 0.2433 -0.2910 0.5223 -0.460
C -1.0468 0.5032 0.5391 -1.504
Cl 0.0656 2.4912 -0.6146 0.335
Br -1.6134 1.2806 2.0853 0.710
Br -2.3677 0.0823 -0.6743 0.706
H 1.6408 -1.4321 -0.5807 0.096
H 1.1620 0.0671 -1.2906 0.027
H 0.0751 -1.3002 -1.3983 0.059
H 1.1007 0.3644 0.9686 0.132
H -0.0342 -1.0075 1.2058 0.067


Record 5
104
Properties=species:S:1:pos:R:3:lowdin_charge:R:1 method="wB97M-V/def2-TZVPD" total_charge=+1 lumo_energy_ev="-2.696 / -3.707" gap_ev="7.26 / 6.60" spin_multiplicity=4 largest_force_ev_per_a=0.5 homo_energy_ha="-0.3660 / -0.3788" e_tot_ev=-69241.9259
Re 0.4121 1.0987 0.7734 1.292
C 1.4071 4.0246 -2.3959 0.013
C 1.3336 2.9364 -1.3774 -0.299
N 0.2499 2.5594 -0.7700 -0.171
O -0.9674 3.1623 -1.0545 -0.025
C 2.5095 2.2120 -0.9660 -0.297
C 3.8784 2.3320 -1.5358 -0.002
N 2.2799 1.3472 0.0094 -0.323
O 3.1794 0.6135 0.4935 -0.093
H 0.4767 4.5780 -2.4927 0.085
H 1.6860 3.6211 -3.3704 0.097
H 2.1834 4.7333 -2.1042 0.101
H -1.0620 3.1731 -2.0181 0.099
H 3.9178 3.0761 -2.3277 0.078
H 4.2051 1.3701 -1.9370 0.095
H 4.5955 2.6001 -0.7574 0.094
C 3.1123 2.6418 3.3900 -0.281
Sb 1.2204 3.0470 2.5307 1.360
C 1.5910 4.9382 1.6351 -0.288
C 0.1324 3.6224 4.2445 -0.271
H 3.4695 3.5349 3.9002 0.018
H 3.8151 2.3429 2.6141 0.006
H 3.0095 1.8282 4.1061 0.013
H 1.9146 5.6483 2.3943 0.017
H 0.6811 5.3038 1.1609 0.011
H 2.3748 4.8387 0.8843 0.003
H 0.7433 4.3302 4.8028 0.021
H -0.0700 2.7448 4.8540 0.016
H -0.8086 4.0846 3.9544 0.010
C -3.7659 3.6143 2.5586 -0.074
C -3.6537 3.0768 3.8378 -0.071
C -2.8455 1.9775 4.0669 -0.047
C -2.1256 1.3877 3.0236 -0.266
C -2.3070 1.8974 1.7384 -0.117
C -3.0972 3.0159 1.5024 -0.069
C -1.1883 0.2968 3.2873 -0.125
C -0.1049 0.0073 2.5419 -0.307
C 0.6888 -1.1911 2.9249 -0.267
C 0.0491 -2.3910 3.2465 -0.048
C 0.7815 -3.5073 3.6231 -0.080
C 2.1669 -3.4454 3.6842 -0.088
C 2.8144 -2.2618 3.3573 -0.072
C 2.0818 -1.1489 2.9726 -0.069
H -4.3978 4.4749 2.3838 0.107
H -4.1963 3.5245 4.6602 0.111
H -2.7471 1.5759 5.0686 0.121
H -1.9488 1.3370 0.8692 0.043
H -3.2151 3.3872 0.4935 0.103
H -1.3940 -0.2973 4.1766 0.123
H -1.0313 -2.4485 3.1915 0.103
H 0.2680 -4.4284 3.8689 0.106
H 2.7381 -4.3156 3.9800 0.105
H 3.8947 -2.2037 3.3977 0.109
H 2.6025 -0.2429 2.6878 0.073
N -0.1792 -0.2819 -0.3480 -0.288
P -0.5456 -1.4959 -1.2911 0.630
N 0.3920 -2.7872 -0.8988 -0.187
C 1.6300 -2.6645 -0.1178 -0.194
C 2.8452 -3.0906 -0.9258 -0.172
C 2.6686 -4.5093 -1.4561 -0.196
C 1.3768 -4.6109 -2.2599 -0.183
C 0.1846 -4.1353 -1.4366 -0.203
N -0.4141 -0.9976 -2.8735 -0.202
C -0.7846 -1.9146 -3.9694 -0.188
C -0.5761 -1.2275 -5.3241 -0.168
C -0.8458 0.2662 -5.1931 -0.184
C 0.2243 0.8916 -4.2880 -0.166
C 0.6967 -0.1180 -3.2368 -0.201
N -2.0913 -2.0628 -1.2344 -0.192
C -3.1905 -1.2985 -1.8481 -0.194
C -3.8395 -0.3303 -0.8698 -0.176
C -4.2979 -1.0506 0.3939 -0.185
C -3.1500 -1.8543 0.9966 -0.180
C -2.5395 -2.7931 -0.0366 -0.181
H 1.5347 -3.3021 0.7683 0.117
H 1.7374 -1.6425 0.2296 0.068
H 3.7309 -3.0185 -0.2912 0.117
H 2.9897 -2.3929 -1.7591 0.111
H 2.6233 -5.2032 -0.6094 0.118
H 3.5233 -4.8095 -2.0637 0.112
H 1.1982 -5.6365 -2.5892 0.117
H 1.4679 -3.9936 -3.1591 0.100
H 0.0478 -4.8173 -0.5867 0.126
H -0.7379 -4.1560 -2.0163 0.108
H -1.8352 -2.1830 -3.8550 0.104
H -0.2057 -2.8411 -3.9270 0.098
H -1.2319 -1.6926 -6.0599 0.117
H 0.4467 -1.3820 -5.6777 0.116
H -1.8359 0.4099 -4.7525 0.108
H -0.8604 0.7547 -6.1673 0.113
H -0.1794 1.7824 -3.7963 0.087
H 1.0833 1.2127 -4.8838 0.116
H 1.0512 0.3876 -2.3419 0.071
H 1.5366 -0.7116 -3.6200 0.124
H -3.9298 -2.0284 -2.1969 0.130
H -2.8112 -0.7673 -2.7181 0.091
H -4.6791 0.1666 -1.3615 0.118
H -3.1100 0.4441 -0.6177 0.085
H -5.1177 -1.7314 0.1383 0.118
H -4.6938 -0.3380 1.1199 0.110
H -3.4939 -2.4371 1.8548 0.119
H -2.3704 -1.1760 1.3566 0.080
H -3.2828 -3.5270 -0.3669 0.129
H -1.6975 -3.3405 0.3835 0.102


Record 6
9
Properties=species:S:1:pos:R:3:lowdin_charge:R:1 method="wB97M-V/def2-TZVPD" lumo_energy_ev="0.620 / -3.565" gap_ev="7.27 / 6.92" relative_energy_ev=1.452 spin_multiplicity=3 largest_force_ev_per_a=4.0 homo_energy_ha="-0.2445 / -0.3853" e_tot_ev=-151105.8429
C -0.4247 -1.0752 -2.1840 -1.387
O 0.4951 -1.0923 -0.4897 -0.362
Si 0.9595 0.3409 0.1601 0.551
Br 0.9036 -1.5525 -3.2406 0.749
Br -1.9002 -2.2081 -1.8746 0.644
H -0.5058 0.0149 -2.2371 -0.008
H -0.1038 1.0157 0.8748 -0.058
H 1.7894 1.2836 -0.5589 -0.052
H 1.4751 -0.1895 1.3927 -0.078


Record 7
73
Properties=species:S:1:pos:R:3:lowdin_charge:R:1 method="wB97M-V/def2-TZVPD" lumo_energy_ev=-0.281 gap_ev=8.14 smiles="CCOP(=O)(CCc1cc2c(cc1O)C(=O)c1ccc(PP(=O)(O)O)cc1C2=O)OCC.CC#N.CC#N.CC#N" largest_force_ev_per_a=2.2 homo_energy_ha=-0.3096 e_tot_ev=-78248.0808
C 4.5259 -1.8207 4.5863 -0.078
C 4.9348 -3.0490 3.7792 -0.283
O 3.8585 -3.9638 3.4901 -0.190
P 2.6577 -3.3850 2.5840 0.508
O 1.5614 -2.9266 3.4495 -0.262
C 3.1476 -2.0062 1.4804 -0.160
C 3.1617 -2.3536 -0.0539 -0.138
C 2.5730 -1.1919 -0.8261 -0.150
C 1.1902 -1.1172 -0.9484 0.054
C 0.6341 -0.0584 -1.5991 -0.086
C 1.4048 0.9513 -2.1536 -0.081
C 2.7717 0.8730 -2.0742 0.071
C 3.3242 -0.1952 -1.4143 -0.246
O 4.7065 -0.2281 -1.3144 0.044
C 0.6881 2.1043 -2.8189 -0.254
O 1.0686 2.6189 -3.8549 0.123
C -0.5626 2.5367 -2.0933 -0.098
C -0.9438 3.8481 -1.9400 0.000
C -2.0851 4.1005 -1.2222 -0.116
C -2.8435 3.0988 -0.6603 -0.434
P -4.3265 3.5357 0.3360 0.903
P -5.3348 1.6359 0.6791 0.237
O -4.5147 0.7277 1.4941 -0.327
O -5.6876 1.0124 -0.7685 -0.183
O -6.6918 1.9195 1.4920 -0.176
C -2.4678 1.7764 -0.8339 -0.030
C -1.3269 1.5297 -1.5497 -0.092
C -0.8620 0.1021 -1.7245 -0.253
O -1.6261 -0.8234 -1.9194 0.127
O 2.1442 -4.6527 1.7423 -0.212
C 0.8156 -4.4444 1.1980 -0.284
C -0.3044 -5.0726 2.0392 -0.057
H 3.7680 -1.2156 4.0866 0.064
H 5.4193 -1.1854 4.6726 0.083
H 4.2521 -2.0797 5.6095 0.086
H 5.6477 -3.6148 4.3861 0.118
H 5.4600 -2.7983 2.8508 0.103
H 4.1158 -1.5599 1.7139 0.086
H 2.3970 -1.2289 1.6391 0.105
H 4.2166 -2.4767 -0.3273 0.104
H 2.6674 -3.2965 -0.2867 0.077
H 0.5785 -1.8922 -0.4991 0.128
H 3.3638 1.6620 -2.5245 0.141
H 4.9898 -1.1213 -1.5362 0.097
H -0.3437 4.6411 -2.3715 0.127
H -2.3785 5.1342 -1.0709 0.088
H -5.1631 4.3663 -0.4399 -0.111
H -5.3349 0.1140 -0.8407 0.083
H -6.7076 1.2421 2.1848 0.080
H -3.0035 0.9211 -0.4430 0.091
H 0.6491 -3.3693 1.0829 0.087
H 0.7936 -4.8706 0.1911 0.054
H -0.8054 -5.8567 1.4653 0.069
H -1.0648 -4.3002 2.2008 0.079
H 0.0183 -5.4073 3.0239 0.079
C 0.7755 6.9207 0.9586 -0.069
C -0.6191 6.5242 1.0827 -0.265
N -1.7171 6.2078 1.1807 0.149
H 1.4021 6.0720 0.6863 0.082
H 0.9001 7.6852 0.1927 0.082
H 1.1539 7.3254 1.8963 0.082
C -8.1993 4.7225 -2.6628 -0.067
C -6.9809 5.4522 -2.3469 -0.283
N -6.0176 6.0231 -2.0978 0.127
H -8.1831 4.3571 -3.6886 0.084
H -8.3226 3.8621 -2.0057 0.082
H -9.0776 5.3565 -2.5491 0.083
C 2.9694 -6.5510 -2.4404 -0.058
C 1.9308 -5.5866 -2.1132 -0.241
N 1.1099 -4.8273 -1.8552 0.160
H 3.8627 -6.0539 -2.8164 0.083
H 3.2557 -7.1314 -1.5640 0.087
H 2.6306 -7.2483 -3.2053 0.085


Record 8
39
Properties=species:S:1:pos:R:3:lowdin_charge:R:1 method="wB97M-V/def2-TZVPD" lumo_energy_ev=-0.174 gap_ev=10.22 relative_energy_ev=3.473 largest_force_ev_per_a=3.4 homo_energy_ha=-0.3820 e_tot_ev=-27038.4744
O -1.8125 0.5189 -2.5649 -0.060
H -1.2333 0.9469 -3.2085 0.043
H -2.7005 0.7389 -2.8972 0.079
O -1.8314 2.8244 1.9578 -0.064
H -0.8905 2.6665 1.7625 -0.001
H -1.8212 2.2896 2.7690 0.041
O -4.0323 0.4696 1.5470 -0.064
H -4.3510 0.5035 0.6273 0.057
H -3.8828 1.4189 1.7734 0.050
O 3.8204 0.6146 -0.7020 -0.088
H 3.4036 1.2980 -1.2956 0.056
H 3.0813 0.3543 -0.1330 -0.009
O 0.1891 -0.0107 -0.9961 -0.103
H 0.4260 0.6723 -0.3598 0.013
H -0.5395 -0.4480 -0.4759 0.056
O -0.4210 2.3576 -0.9278 -0.087
H -0.8022 3.2675 -0.8704 0.073
H -1.0673 2.1178 -1.6351 0.031
O 1.7277 -1.9692 3.0693 -0.050
H 1.8402 -1.6468 2.1719 -0.019
H 2.0935 -1.1463 3.4188 0.045
O -1.2555 0.0255 2.0005 -0.044
H -2.1390 -0.3340 1.9243 0.037
H -0.6661 -0.5098 2.5409 0.054
O 2.8198 -1.9197 0.1489 -0.056
H 1.9364 -1.9096 -0.2699 0.027
H 3.1640 -2.6627 -0.3539 0.057
O -0.8732 -2.5354 -2.0733 -0.083
H -0.4230 -2.3532 -2.9533 0.058
H -1.4357 -1.7532 -2.1129 -0.005
O 1.1986 1.5073 1.7846 -0.029
H 0.2567 1.5974 1.8999 -0.026
H 1.7721 2.2564 1.9874 0.070
O 0.5363 -0.2689 -3.7483 -0.065
H 0.3783 0.0529 -2.8442 -0.016
H 1.4907 -0.1457 -3.7565 0.049
O 0.0967 -2.0168 0.5033 -0.077
H 0.1154 -1.1222 0.8514 -0.008
H 0.5087 -2.6776 1.0679 0.060


Record 9
13
Properties=species:S:1:pos:R:3:lowdin_charge:R:1 method="wB97M-V/def2-TZVPD" lumo_energy_ev=0.604 gap_ev=11.06 relative_energy_ev=2.591 smiles=c1nnn[nH]1.CC#N largest_force_ev_per_a=5.2 homo_energy_ha=-0.3841 e_tot_ev=-10640.2826
C 0.2159 -1.9761 1.6777 -0.125
N 1.4988 -2.2784 1.7141 -0.004
N 2.1621 -1.2178 1.3140 -0.074
N 1.3740 -0.2732 0.9965 -0.029
N 0.1479 -0.6421 1.2825 0.024
H -0.5235 -2.5382 2.0465 0.067
H -0.5709 0.0187 1.3508 0.057
C -0.6095 1.4494 -2.2383 -0.041
C -0.9167 1.5464 -0.8790 -0.284
N -1.2326 1.5969 0.2257 0.146
H 0.2915 1.9620 -2.4077 0.084
H -0.4362 0.4229 -2.3093 0.082
H -1.4008 1.9295 -2.7735 0.098